1.
This record from the OMol25 dataset describes a 13-piece molecular cluster, CH28O13 overall at a distorted geometry. The level of theory is the ωB97M-V functional and the def2-TZVPD basis.

CARTESIAN COORDINATES (ANGSTROEM)
1 O -0.3247 -3.5340 -0.2608
2 H -0.6197 -2.6800 0.1392
3 H 0.1363 -3.3970 -1.1178
4 H 0.3623 -4.0110 0.3182
5 C -0.0837 0.0120 -0.0208
6 O -0.9757 -0.9980 0.2852
7 H 0.0323 0.7370 0.7482
8 H -0.6357 0.5010 -0.8538
9 H 0.8853 -0.2270 -0.2408
10 O -1.4917 -1.5350 -2.6108
11 H -1.4507 -1.2320 -1.6868
12 H -0.8067 -1.0220 -3.0418
13 O 1.0753 -0.9490 2.7372
14 H 0.4153 -0.2460 2.7072
15 H 1.9013 -0.5640 3.0062
16 O 2.1233 2.5380 0.8652
17 H 1.8073 2.4930 -0.0278
18 H 2.5703 3.3720 0.8962
19 O -3.4637 -1.8050 -0.2838
20 H -3.2817 -2.5090 -0.9038
21 H -2.5787 -1.6390 0.0762
22 O 1.6013 -2.3710 -1.8148
23 H 1.1743 -2.5380 -2.7148
24 H 1.4613 -1.4540 -1.7188
25 O -3.6117 2.1580 -1.7218
26 H -2.8457 1.7710 -2.1338
27 H -3.7707 3.0010 -2.1958
28 O -1.0767 2.9170 0.6112
29 H -1.9247 3.3130 0.5032
30 H -0.9617 2.1400 0.0922
31 O 3.4413 0.1360 -2.2338
32 H 3.5213 1.0580 -1.8898
33 H 3.6393 -0.2590 -1.2928
34 O 0.0413 2.3340 3.0432
35 H -0.2767 2.2250 2.1192
36 H 1.0133 2.4610 2.9912
37 O 3.4043 -0.9710 0.2582
38 H 4.2583 -0.7120 0.6322
39 H 2.7803 -0.7480 0.9772
40 O -2.6207 0.6070 2.2492
41 H -2.0037 0.1680 1.6572
42 H -2.8407 1.4570 1.8512

Properties
- Total charge: 0
- Calculated total energy: -1032.87985 Eh
- ΔE to the lowest compared entry with this formula, charge and spin: 80.2 kcal/mol
- Largest force on an atom: 0.07762 hartree/bohr

***

2.
This record from the OMol25 dataset describes CH2AgF as an isolated structure at a distorted geometry. The level of theory is the ωB97M-V functional and the def2-TZVPD basis.

CARTESIAN COORDINATES (ANGSTROEM)
1 H -3.2026 1.0049 0.1263
2 Ag -1.4232 0.3489 -0.7247
3 C 1.0693 -0.4034 0.0957
4 F 2.0315 0.4440 0.1868
5 H 1.5251 -1.3944 0.3160

Properties
- Total charge: 0
- Calculated total energy: -285.91161 Eh
- Largest force on an atom: 0.04074 hartree/bohr